(1)
Molecular formula: C35H35Cl3N4O4RuS7
Method: DFT, ωB97M-V/def2-TZVPD

CARTESIAN COORDINATES (ANGSTROEM)
Ru: 0.073 0.398 0.066
C: 3.312 -0.727 2.711
C: 1.949 -0.715 2.051
O: 1.814 0.143 1.104
C: 1.000 -1.592 2.521
C: -0.308 -1.796 2.013
C: -1.163 -2.861 2.642
N: -0.787 -1.129 1.004
N: -2.046 -1.533 0.559
C: -2.311 -1.027 -0.597
O: -1.463 -0.341 -1.308
C: -3.667 -1.267 -1.164
C: -4.089 -0.503 -2.247
C: -5.342 -0.715 -2.810
C: -6.181 -1.692 -2.293
C: -5.771 -2.439 -1.194
C: -4.525 -2.223 -0.626
H: 4.015 -0.163 2.099
H: 3.671 -1.748 2.839
H: 3.249 -0.256 3.695
H: 1.302 -2.217 3.351
H: -0.646 -3.307 3.491
H: -1.403 -3.637 1.914
H: -2.111 -2.430 2.965
H: -3.429 0.273 -2.616
H: -5.667 -0.107 -3.646
H: -7.152 -1.869 -2.741
H: -6.436 -3.185 -0.775
H: -4.197 -2.786 0.238
S: -5.525 4.340 3.551
C: -4.260 3.671 2.722
S: -2.845 3.047 3.480
C: -1.991 2.517 2.042
C: -2.623 2.732 0.884
S: -2.010 2.279 -0.653
S: -4.176 3.537 1.008
S: -0.422 1.793 2.218
Cl: 8.394 3.419 0.920
C: 6.781 4.063 0.832
C: 6.544 5.218 0.106
C: 5.250 5.707 0.036
C: 4.194 5.067 0.674
C: 2.799 5.616 0.525
C: 2.249 5.349 -0.883
N: 2.074 3.924 -1.112
C: 2.958 3.027 -1.676
C: 2.389 1.800 -1.530
N: 1.177 1.931 -0.880
C: 1.033 3.213 -0.627
O: 2.813 7.014 0.775
C: 1.634 7.480 1.439
C: 1.382 6.768 2.738
C: 2.250 6.769 3.786
Cl: 3.758 7.589 3.854
S: 1.697 5.823 5.103
C: 0.270 5.404 4.255
C: 0.236 5.963 3.021
C: 4.468 3.918 1.407
Cl: 3.200 3.066 2.214
C: 5.759 3.411 1.491
H: 7.360 5.724 -0.393
H: 5.042 6.616 -0.516
H: 2.145 5.110 1.233
H: 2.928 5.758 -1.630
H: 1.275 5.828 -0.982
H: 3.892 3.337 -2.117
H: 2.756 0.832 -1.825
H: 0.193 3.657 -0.119
H: 0.755 7.368 0.795
H: 1.809 8.541 1.605
H: -0.456 4.749 4.711
H: -0.577 5.807 2.320
H: 5.960 2.517 2.066
C: -1.504 -2.753 -3.849
C: -0.329 -2.701 -2.882
S: 0.458 -1.070 -2.898
O: 1.256 -1.017 -1.608
C: 1.746 -1.430 -4.151
C: 2.869 -2.309 -3.622
H: -2.034 -3.701 -3.754
H: -1.173 -2.652 -4.887
H: -2.207 -1.947 -3.633
H: 0.427 -3.458 -3.090
H: -0.656 -2.799 -1.846
H: 2.119 -0.441 -4.424
H: 1.230 -1.860 -5.013
H: 3.086 -2.037 -2.588
H: 3.778 -2.178 -4.210
H: 2.603 -3.367 -3.644

Atomic forces in eV per Å
0.210 0.358 0.891
-0.023 0.166 -0.081
-0.164 -0.161 0.239
-0.394 0.144 -0.614
0.256 0.132 0.018
-0.331 -0.090 -0.065
0.092 -0.058 0.041
-0.193 -0.475 0.066
-0.144 0.020 0.394
0.350 0.078 -0.345
-0.160 -0.062 0.343
-0.004 0.012 -0.099
-0.034 0.037 -0.062
0.049 0.016 0.021
0.039 -0.003 -0.010
-0.014 -0.008 0.029
0.002 -0.041 -0.039
-0.004 -0.021 0.015
0.005 0.016 0.026
0.035 0.002 -0.034
-0.047 -0.026 -0.007
-0.024 0.018 -0.005
-0.003 0.001 0.024
0.013 -0.011 0.004
-0.012 -0.029 0.007
0.022 -0.021 0.018
0.005 0.025 0.036
0.037 -0.002 0.002
-0.008 -0.005 -0.023
-0.117 0.080 0.071
0.221 0.059 -0.094
0.006 -0.153 0.039
0.048 0.053 0.678
-0.199 0.285 -0.503
-0.026 0.059 -0.304
-0.057 -0.128 0.093
0.572 -0.848 -1.037
0.029 0.003 0.009
-0.044 0.068 -0.021
0.010 0.127 -0.082
0.093 0.007 0.000
-0.090 0.055 0.036
-0.021 -0.030 -0.115
0.034 -0.176 0.117
-0.023 0.048 0.117
-0.014 0.051 -0.030
-0.140 0.010 0.096
0.483 0.508 -0.024
0.114 -0.039 -0.217
-0.098 -0.027 -0.041
0.116 -0.154 0.019
-0.046 0.062 -0.075
-0.042 -0.055 0.069
0.010 0.013 0.043
0.049 0.002 -0.021
0.027 -0.063 0.120
-0.056 0.072 -0.160
0.047 -0.029 -0.018
-0.038 -0.069 0.028
-0.016 -0.119 0.103
-0.022 -0.023 0.012
0.047 -0.022 0.013
-0.021 -0.027 0.072
-0.041 0.000 -0.075
0.005 0.065 -0.074
-0.067 0.013 0.024
-0.007 0.021 0.063
-0.026 -0.075 -0.001
-0.001 0.023 -0.021
-0.006 0.027 -0.025
-0.020 -0.013 -0.054
0.059 -0.018 0.062
-0.052 0.016 -0.034
0.073 0.103 -0.053
-0.172 0.094 0.035
0.324 -0.343 -0.107
-0.407 0.485 0.307
-0.023 0.071 0.238
-0.015 -0.056 0.030
0.017 0.001 -0.002
-0.026 -0.027 0.032
0.012 -0.054 0.006
-0.004 -0.004 0.059
-0.009 -0.006 -0.023
0.000 -0.029 -0.072
0.015 0.086 -0.012
0.020 -0.011 -0.043
-0.057 -0.016 -0.047
0.021 0.036 0.007

## Properties
Frontier orbital gap (alpha / beta) = 5.48 / 5.46 eV
<S²> = 0.7627
2S+1 = 2
Net charge = -1



(2)
Molecular formula: C25H38N2O6Si
Method: DFT, ωB97M-V/def2-TZVPD

CARTESIAN COORDINATES (ANGSTROEM)
C: -2.212 2.484 -4.852
C: -0.932 3.000 -4.057
O: 0.211 2.245 -4.547
C: 0.926 1.654 -3.509
C: 1.905 2.495 -2.793
C: 2.658 1.843 -1.746
C: 2.503 0.413 -1.376
C: 1.515 -0.414 -2.050
C: 1.391 -1.908 -1.621
C: -0.081 -2.429 -1.430
C: -0.002 -4.022 -1.363
C: 0.483 -4.701 -2.715
N: 0.124 -3.969 -3.943
C: -1.205 -3.824 -4.352
C: -1.090 -3.079 -5.596
C: 0.334 -2.793 -5.931
C: 1.055 -3.389 -4.794
C: 0.739 0.234 -3.111
O: -0.190 -0.478 -3.825
C: 3.536 0.109 -0.244
O: 4.061 -0.921 0.047
N: 3.705 1.430 0.390
C: 2.457 1.496 1.210
C: 2.699 1.994 2.707
O: 2.287 0.946 3.618
Si: 0.634 1.035 4.040
C: 0.159 -0.452 5.163
C: -0.563 0.938 2.548
C: 0.216 2.628 4.996
C: 3.757 2.341 -0.768
O: 4.566 3.217 -0.836
H: -3.143 2.708 -4.274
H: -2.151 1.377 -5.062
H: -2.284 2.975 -5.864
H: -0.781 4.058 -4.413
H: -1.066 2.949 -2.951
H: 2.098 3.560 -3.037
H: 2.019 -2.512 -2.321
H: 1.893 -1.984 -0.613
H: -0.448 -2.103 -0.417
H: -0.789 -2.150 -2.245
H: 0.761 -4.283 -0.572
H: -0.970 -4.491 -1.057
H: 0.028 -5.723 -2.758
H: 1.605 -4.801 -2.730
H: -2.122 -4.196 -3.850
H: -1.949 -2.751 -6.223
H: 0.768 -2.240 -6.784
H: 2.145 -3.413 -4.592
H: -0.767 0.112 -4.341
H: 1.645 2.124 0.752
H: 2.044 0.451 1.319
H: 3.779 2.265 2.855
H: 2.010 2.867 2.880
H: 1.047 -0.980 5.590
H: -0.345 -1.202 4.480
H: -0.613 -0.152 5.915
H: -0.104 0.256 1.768
H: -1.556 0.490 2.795
H: -0.648 1.938 2.031
H: 0.417 3.493 4.299
H: -0.875 2.577 5.245
H: 0.874 2.721 5.896
C: -5.142 0.934 6.661
C: -3.726 0.435 6.449
O: -2.882 1.498 6.013
H: -5.540 1.358 5.736
H: -5.797 0.125 6.989
H: -5.163 1.729 7.411
H: -3.705 -0.342 5.685
H: -3.317 0.019 7.376
H: -2.895 2.179 6.696

Atomic forces in eV per Å
0.318 0.064 0.081
-1.304 0.409 -1.769
-0.145 -0.885 1.604
2.260 0.143 2.229
-0.101 -2.752 0.558
-0.180 -1.533 0.071
-1.190 1.391 -2.198
0.850 1.233 -0.020
-0.196 0.974 0.351
0.474 -1.551 0.208
0.463 0.360 -0.133
0.427 0.006 0.452
-0.338 -0.329 0.585
1.867 2.065 -3.235
0.693 -0.299 0.522
-0.835 -2.042 3.660
-2.030 1.005 -2.225
0.513 1.636 -0.230
0.396 0.188 0.818
-1.240 0.750 -1.363
-0.224 0.500 0.091
0.284 -1.139 -0.139
-0.370 0.402 1.377
-0.527 -0.251 -0.741
-0.880 0.721 -0.214
-0.673 -0.577 1.034
0.050 -0.558 -0.994
0.846 -0.079 -1.160
0.507 0.172 -0.731
-1.200 -0.012 -0.008
-0.649 -0.142 -0.321
0.728 -0.231 -0.534
-0.139 1.073 0.435
0.132 -0.422 1.100
0.001 -0.889 0.821
0.320 -0.103 -0.896
-0.332 -0.943 0.051
-0.772 0.329 0.433
-0.387 0.016 -1.108
0.180 -0.023 -1.151
0.692 0.051 0.740
-0.839 0.115 -0.736
0.673 0.605 -0.229
0.537 0.749 -0.086
-1.182 0.004 0.088
1.228 0.230 -0.236
0.788 -0.419 0.655
-0.481 -0.529 0.791
-1.081 -0.130 -0.033
0.561 -0.060 0.135
0.824 -0.528 0.064
0.383 1.081 -0.137
-1.132 -0.313 -0.012
1.024 -0.362 -0.181
-0.808 0.550 -0.001
0.500 0.653 0.725
0.855 -0.187 -0.425
-0.530 0.565 0.770
0.726 0.672 -0.010
-0.262 -0.976 0.584
-0.350 -0.596 0.925
1.018 0.138 -0.096
-0.719 0.031 -0.618
-0.101 -0.032 -0.046
-0.116 0.316 0.240
0.116 -0.053 -0.131
0.033 -0.093 0.004
-0.009 0.060 0.024
-0.006 -0.099 0.066
0.147 0.114 -0.030
-0.091 -0.163 -0.024
0.008 -0.073 -0.093

## Properties
Frontier orbital gap = 8.12 eV
Structure (SMILES) = CCOc1cc2c(c(CCCCn3cccc3)c1O)C(=O)N(CCO[Si](C)(C)C)C2=O.CCO



(3)
Molecular formula: C42H35N10OZn
Method: DFT, ωB97M-V/def2-TZVPD

CARTESIAN COORDINATES (ANGSTROEM)
Zn: -0.456 0.119 0.251
C: -1.160 4.089 -0.991
C: -2.323 3.401 -1.114
C: -2.290 1.914 -1.016
C: -1.022 1.451 -1.698
N: 0.113 2.128 -1.490
C: 0.055 3.376 -1.075
N: -1.053 0.332 -2.408
C: -0.070 -0.538 -2.294
N: 0.718 -0.594 -1.185
C: 1.590 -1.625 -1.303
N: 2.510 -2.010 -0.463
C: 2.986 -1.216 0.512
C: 3.624 -1.823 1.619
C: 4.318 -1.038 2.506
C: 4.369 0.341 2.300
C: 3.660 0.856 1.225
N: 2.987 0.121 0.366
C: 1.330 -2.317 -2.557
C: 1.912 -3.416 -3.161
C: 1.414 -3.834 -4.383
C: 0.364 -3.153 -5.001
C: -0.207 -2.036 -4.420
C: 0.266 -1.625 -3.181
H: -1.150 5.172 -0.958
H: -3.268 3.899 -1.294
H: -3.188 1.457 -1.467
H: 1.005 3.876 -0.941
H: 3.540 -2.890 1.739
H: 4.819 -1.486 3.357
H: 4.928 0.988 2.959
H: 3.628 1.927 1.041
H: 2.735 -3.927 -2.685
H: 1.849 -4.694 -4.873
H: -0.004 -3.514 -5.953
H: -1.007 -1.497 -4.908
C: -8.684 -6.272 8.700
O: -7.717 -5.311 9.035
C: -6.847 -4.904 8.055
C: -6.996 -5.167 6.696
C: -6.042 -4.730 5.803
C: -4.913 -4.018 6.228
C: -4.779 -3.754 7.599
C: -5.735 -4.182 8.491
C: -3.981 -3.556 5.238
N: -4.155 -3.705 3.935
C: -3.110 -3.085 3.340
C: -2.255 -2.541 4.305
N: -2.823 -2.860 5.507
C: -1.100 -1.789 3.981
C: -0.205 -1.247 4.895
C: 0.834 -0.454 4.430
C: 0.901 -0.161 3.070
N: 0.078 -0.658 2.177
C: -0.893 -1.527 2.583
C: -1.733 -2.098 1.597
N: -1.486 -1.785 0.299
C: -2.217 -2.352 -0.639
C: -3.262 -3.230 -0.383
C: -3.599 -3.496 0.938
C: -2.838 -2.929 1.947
H: -9.095 -6.627 9.646
H: -8.236 -7.114 8.161
H: -9.494 -5.847 8.096
H: -7.859 -5.694 6.322
H: -6.139 -4.931 4.749
H: -3.922 -3.218 7.982
H: -5.648 -3.967 9.544
H: -2.476 -2.616 6.419
H: -0.316 -1.432 5.955
H: 1.558 -0.036 5.111
H: 1.660 0.514 2.701
H: -1.964 -2.084 -1.655
H: -3.814 -3.661 -1.201
H: -4.438 -4.120 1.202
C: -3.324 0.737 2.270
C: -2.695 1.911 1.492
C: -1.659 2.600 2.408
C: -3.831 2.917 1.239
N: -2.046 1.356 0.319
H: -3.875 1.092 3.141
H: -2.546 0.068 2.607
H: -3.998 0.180 1.624
H: -2.044 2.693 3.425
H: -1.414 3.590 2.027
H: -0.741 2.013 2.428
H: -4.371 3.080 2.173
H: -4.534 2.539 0.503
H: -3.445 3.875 0.902

Atomic forces in eV per Å
-0.132 0.648 0.094
-0.275 0.048 -0.105
-0.114 0.246 -0.252
0.146 -0.178 -0.054
-0.247 1.063 -0.447
0.283 -0.472 -0.282
0.161 0.348 0.304
-0.717 -0.722 -0.661
0.103 -0.304 -0.890
0.647 -0.347 0.168
-0.530 0.462 -0.616
0.429 -0.947 0.980
0.178 -0.221 -0.569
0.030 0.139 0.394
-0.062 -0.099 -0.031
0.071 0.263 0.232
0.258 0.101 0.262
-0.306 0.299 -0.117
-0.263 0.487 0.050
0.047 -0.158 -0.124
0.347 -0.223 0.195
-0.349 0.206 -0.184
-0.110 -0.153 -0.194
0.049 0.234 0.400
0.045 0.087 0.000
0.022 0.078 0.068
0.212 0.149 -0.165
0.130 0.141 0.006
0.065 -0.161 -0.044
0.038 -0.016 0.011
0.026 0.083 0.053
0.071 0.052 0.053
0.099 -0.063 0.082
0.031 -0.071 -0.032
-0.023 0.030 -0.073
-0.088 0.055 -0.058
-0.285 -0.251 -0.089
0.569 0.400 -0.240
-0.006 -0.029 0.202
-0.305 -0.124 0.329
0.615 0.322 0.041
-0.837 -0.400 0.824
-0.029 -0.099 -0.491
-0.293 -0.131 0.170
0.745 0.353 -1.117
-0.426 -0.276 0.637
0.978 0.503 0.692
-0.545 -0.441 -0.877
-0.378 -0.239 0.154
0.108 0.120 -1.212
0.847 0.623 -0.192
-0.713 -0.524 0.414
0.396 0.222 -0.024
-0.831 -0.688 0.241
1.104 0.766 1.773
-1.489 -0.965 -1.439
-0.422 -0.618 1.027
0.370 0.307 -0.348
-0.408 -0.320 1.008
0.009 0.060 -1.061
0.946 0.707 0.267
0.008 0.028 -0.137
-0.052 0.041 0.044
0.088 -0.023 0.018
-0.069 -0.097 0.019
-0.082 -0.002 -0.109
0.050 0.105 0.013
0.046 -0.027 0.117
-0.046 0.001 -0.074
-0.003 -0.030 0.054
0.092 0.084 0.005
0.061 0.034 -0.067
0.024 0.123 -0.104
-0.043 -0.032 -0.081
-0.102 -0.101 0.003
-0.005 0.381 -0.009
0.033 -0.240 0.316
-0.242 -0.100 -0.072
0.225 -0.078 0.072
0.354 -0.319 0.452
-0.093 -0.006 0.219
0.088 -0.116 0.151
-0.111 -0.068 -0.134
0.008 0.126 0.206
0.077 0.030 -0.075
0.007 -0.027 0.068
-0.084 -0.003 0.127
-0.152 -0.059 -0.164
-0.072 0.010 -0.001

## Properties
Frontier orbital gap (alpha / beta) = 3.19 / 3.74 eV
Net charge = -1



(4)
Molecular formula: C4H10O2
Method: DFT, ωB97M-V/def2-TZVPD

CARTESIAN COORDINATES (ANGSTROEM)
C: -2.640 -0.827 -0.868
O: -1.269 -0.550 -0.910
C: -0.698 -0.328 0.356
C: 0.766 -0.075 0.079
O: 1.321 0.770 1.051
C: 2.589 1.161 0.589
H: -2.946 -1.040 -1.895
H: -2.854 -1.703 -0.237
H: -3.216 0.030 -0.487
H: -1.129 0.554 0.857
H: -0.842 -1.198 1.016
H: 1.337 -1.014 -0.001
H: 0.835 0.429 -0.896
H: 2.812 2.165 0.955
H: 3.363 0.445 0.902
H: 2.572 1.181 -0.511

Atomic forces in eV per Å
-0.336 -0.108 -0.024
0.003 -0.043 -0.039
0.110 0.004 0.202
-0.140 -0.164 -0.211
-0.009 0.045 -0.038
0.385 0.172 -0.073
-0.061 0.022 0.176
0.000 0.109 -0.089
0.088 -0.125 -0.040
0.016 -0.110 -0.158
-0.061 0.103 -0.106
-0.120 0.077 0.056
-0.185 -0.177 0.038
0.070 -0.181 0.110
-0.027 0.172 0.005
0.267 0.204 0.193

## Properties
Frontier orbital gap = 10.97 eV
Structure (SMILES) = COCCOC



(5)
Molecular formula: C3H9N2S
Method: DFT, ωB97M-V/def2-TZVPD

CARTESIAN COORDINATES (ANGSTROEM)
C: 2.721 -0.653 -0.150
C: -0.836 1.223 0.342
C: -2.302 -0.850 0.122
N: 3.765 -0.016 0.243
N: -1.938 0.529 -0.370
S: 0.689 1.099 -0.202
H: 2.633 -1.524 -0.683
H: -1.351 1.746 1.180
H: -1.819 -1.625 -0.493
H: -1.911 -1.097 1.009
H: -3.447 -1.135 0.170
H: 3.600 0.945 0.538
H: 4.691 -0.233 0.120
H: -2.715 1.221 -0.382
H: -1.779 0.369 -1.442

Atomic forces in eV per Å
-1.738 3.356 1.614
0.817 0.038 -0.135
-3.262 -1.301 -2.829
-2.943 0.643 -0.396
-1.060 -0.512 -2.989
-1.086 0.194 0.284
1.155 -2.494 -0.952
1.191 -0.467 -0.185
-0.251 0.688 -0.455
1.413 0.137 3.779
2.254 1.228 -0.381
0.161 -0.234 0.474
2.903 -1.038 -0.498
0.084 -0.925 0.354
0.363 0.688 2.315

## Properties
Frontier orbital gap = 7.48 eV
Net charge = +1



(6)
Molecular formula: CH2BrNO4
Method: DFT, ωB97M-V/def2-TZVPD

CARTESIAN COORDINATES (ANGSTROEM)
O: -2.262 1.161 1.383
C: -2.532 0.778 0.256
Br: -4.094 1.159 -0.605
O: -1.840 0.038 -0.628
N: -0.548 -0.629 -0.352
O: -0.416 -0.947 0.924
O: 0.441 0.299 -0.644
H: 0.197 -0.402 1.500
H: 0.535 0.584 -1.611

Atomic forces in eV per Å
-0.200 -1.089 -2.637
2.101 0.499 2.992
-1.969 0.620 -0.724
-0.099 0.334 0.388
0.606 -0.178 -1.949
0.533 -0.516 2.004
0.977 1.491 -0.309
-0.948 0.229 -1.451
-1.001 -1.389 1.687

## Properties
Frontier orbital gap = 10.53 eV
Structure (SMILES) = O=C(Br)ON(O)O



(7)
Molecular formula: C11H9ClO
Method: DFT, ωB97M-V/def2-TZVPD

CARTESIAN COORDINATES (ANGSTROEM)
C: 1.697 -0.619 -2.575
C: 1.098 -1.647 -1.860
C: 1.512 0.720 -2.212
C: 0.202 -1.387 -0.808
C: 0.649 0.928 -1.140
C: -0.012 -0.105 -0.501
C: -0.866 0.334 0.669
C: -1.571 2.725 0.494
C: -1.955 1.386 0.139
C: -0.924 -0.116 1.941
C: 0.052 -1.039 2.691
O: -2.831 1.055 -0.622
Cl: -2.180 3.285 1.983
H: 2.413 -0.923 -3.281
H: 1.340 -2.710 -1.916
H: 2.057 1.612 -2.643
H: -0.243 -2.194 -0.252
H: 0.282 2.013 -0.997
H: -1.732 0.415 2.535
H: -0.306 -2.087 2.438
H: 0.302 -0.676 3.709
H: 1.017 -0.968 2.207

Atomic forces in eV per Å
0.167 -0.161 0.962
-0.646 -0.451 1.108
0.083 0.196 0.402
1.159 -1.479 -1.197
-0.683 2.718 -1.597
-0.732 2.527 2.581
-0.974 -0.009 -0.488
-0.014 0.631 0.859
0.497 -1.668 0.666
-0.286 1.838 0.313
-0.612 -0.042 -1.709
-0.092 0.184 0.006
0.176 -0.373 -0.730
0.811 -0.042 -1.119
0.212 0.375 -0.923
-0.768 -1.431 0.196
-0.129 -0.133 0.070
0.971 -1.826 0.352
1.073 -0.893 -0.399
0.522 0.943 1.469
-1.016 -0.878 -0.301
0.282 -0.024 -0.520

## Properties
Frontier orbital gap = 7.68 eV